Below is a molecular structure, C26H33AlN6OS3Si2 in a non-equilibrium geometry, with properties calculated with the ωB97M-V functional and the def2-TZVPD basis.

As for the electronic energy: -3430.60337 hartree. The energy relative to the best compared isomer or geometry (same formula, charge and spin) comes out at 10.1 kcal per mole. For the molar mass, the calculation gives 624.95 g/mol. The largest force on an atom is 0.0206 hartree/bohr.

Geometry as ORCA input:
```
! RIJCOSX wB97M-V def2-TZVPD def2/J DEFGRID3
* xyz 0 1
Al 0.23815 -0.55263 -0.18049
C 1.90665 1.47047 2.05201
Si 0.97175 0.06857 2.94551
C 2.27465 -0.97503 3.88531
C -0.28845 0.78657 4.18991
N 0.20465 -0.79793 1.62771
C -0.36635 -2.07183 1.78481
C -0.55405 -2.67443 3.01721
C -1.06735 -3.95813 3.13021
C -1.40865 -4.65563 1.99151
C -1.25055 -4.06013 0.74951
C -0.74375 -2.78013 0.61661
N -0.55585 -2.14583 -0.62569
Si -0.79795 -2.82863 -2.22819
C -1.89535 -1.61523 -3.20719
C 0.93075 -2.91543 -3.05639
C -1.56665 -4.55753 -2.47289
H 1.98155 2.35637 2.67261
H 1.38795 1.74497 1.13401
H 2.91685 1.17197 1.78911
H 2.79355 -0.35513 4.61051
H 3.02325 -1.39253 3.21781
H 1.83235 -1.80133 4.42981
H 0.20565 1.40547 4.93311
H -0.82125 0.00387 4.72101
H -1.03175 1.40017 3.69011
H -0.29515 -2.13133 3.90981
H -1.19445 -4.40313 4.10571
H -1.79995 -5.66063 2.05021
H -1.51935 -4.60963 -0.13119
H -1.39765 -0.65783 -3.33049
H -2.84335 -1.43353 -2.70819
H -2.11415 -1.99613 -4.19989
H 1.35065 -1.92013 -3.17739
H 0.86085 -3.36333 -4.04169
H 1.63745 -3.50763 -2.48149
H -2.56275 -4.63443 -2.04829
H -0.95325 -5.35423 -2.06319
H -1.65885 -4.74373 -3.53919
S -4.75595 3.75387 -3.11519
C -3.40295 3.23647 -2.35919
S -2.38885 1.97237 -3.08259
C -1.35345 2.05677 -1.65889
N -1.73575 2.92447 -0.80529
N -2.85365 3.59297 -1.16099
C -3.25605 4.62347 -0.28109
C -4.33125 5.46617 -0.53919
C -4.64715 6.47637 0.35191
C -3.90165 6.66567 1.50211
C -2.83645 5.81947 1.76351
C -2.51215 4.80537 0.88471
S 0.15245 1.21977 -1.56399
H -4.91925 5.34547 -1.43089
H -5.48665 7.12017 0.13471
H -4.14025 7.46707 2.18461
H -2.24435 5.94687 2.65551
H -1.68045 4.15297 1.08921
N 4.67575 1.52917 -2.99139
C 5.24895 0.54827 -2.26329
O 6.44705 0.41697 -2.15349
C 4.29305 -0.38883 -1.57359
C 4.73285 -1.67063 -1.23979
C 3.87835 -2.52653 -0.56279
C 2.60825 -2.08073 -0.25219
N 2.18775 -0.85973 -0.57179
C 3.00755 -0.02443 -1.20039
H 5.27805 2.18437 -3.46439
H 3.68505 1.58597 -3.14609
H 5.73805 -1.95943 -1.50679
H 4.18815 -3.52313 -0.29159
H 1.88855 -2.69673 0.26821
H 2.60665 0.96447 -1.38199
*
```

---

Below is a molecular structure, C26H33Be2Br2Cl4LiN3NaO8 in a non-equilibrium geometry, with properties calculated with the ωB97M-V functional and the def2-TZVPD basis.

As for the electronic energy: -8963.90316 hartree. For the molar mass, the calculation gives 865.14 g/mol. The largest force on an atom is 0.1029 hartree/bohr.

Geometry as ORCA input:
```
! RIJCOSX wB97M-V def2-TZVPD def2/J DEFGRID3
* xyz 2 1
C -3.15655 3.80720 -3.27485
C -1.83671 3.42704 -2.63081
C -0.84563 4.34010 -2.34881
C 0.33640 3.92557 -1.77144
C 0.61799 2.60669 -1.47108
C -0.42049 1.63490 -1.77177
C -0.33972 0.08780 -1.54958
C -0.60599 -0.36007 -0.10470
C 0.23403 0.40511 0.77773
N 0.87798 1.00261 1.49151
C -2.10051 -0.44388 0.26456
C -2.70795 0.80946 0.91344
C -3.98035 0.37045 1.66566
Cl -5.25173 -0.20214 0.55550
C 0.05171 -1.78312 -0.00271
C 1.52751 -1.55397 0.19776
N 2.65548 -1.41015 0.43710
C -0.28393 -2.71257 -1.18052
O -0.36885 -4.03247 -0.74603
C -0.73171 -4.95246 -1.77834
O -0.87288 -4.33533 -3.02321
C -2.16602 -4.48772 -3.60088
C -3.31345 -3.85955 -2.80475
O -3.82797 -2.67588 -3.43538
C -1.59958 2.09897 -2.33313
H -2.94500 4.40443 -4.16637
H -3.62239 2.88241 -3.63089
H -3.81802 4.33381 -2.58724
H -1.03165 5.37572 -2.59918
H 1.08535 4.70010 -1.56930
H 1.56474 2.30797 -1.02136
H -0.99398 -0.37509 -2.28639
H 0.71096 -0.25825 -1.78060
H -2.63626 -0.59563 -0.67541
H -2.31131 -1.31662 0.88306
H -3.06545 1.51722 0.16385
H -2.07853 1.28113 1.66748
H -4.33082 1.11874 2.37080
H -3.69424 -0.48932 2.27414
H -0.31553 -2.24889 0.91522
H -1.27515 -2.40909 -1.52815
H 0.51598 -2.52728 -1.98484
H -1.63133 -5.52286 -1.53349
H 0.08622 -5.67507 -1.85084
H -2.12495 -3.96368 -4.55656
H -2.38036 -5.53312 -3.83550
H -4.15226 -4.55813 -2.77360
H -3.06063 -3.61750 -1.76947
H -3.71727 -1.93217 -2.84080
H -2.37657 1.37523 -2.56269
N -6.11349 3.57701 -5.29764
H -6.72624 3.99164 -6.00639
H -5.19790 3.38328 -5.70992
H -6.00463 4.22942 -4.51690
H -6.52772 2.70457 -4.95893
Br 3.17889 0.78081 1.54102
O 3.13624 -0.15307 5.12223
H 3.32866 0.08492 4.20327
C 2.69000 7.26454 -3.28242
Cl 1.90813 8.75269 -2.76843
Cl 4.16503 6.97744 -2.37484
Cl 1.57297 5.88333 -3.08994
H 2.94263 7.35349 -4.33107
Be 2.10258 1.95421 2.58171
C 4.58315 -2.47586 6.43858
C 5.80075 -1.95266 5.88154
C 7.05552 -2.27396 6.70896
O 8.16548 -1.97435 6.33702
C 6.87203 -2.95394 7.98753
C 5.68977 -3.45090 8.55100
C 4.44569 -3.24186 7.67892
O 3.34842 -3.68037 7.96470
O 5.55450 -4.03781 9.63742
O 5.90662 -1.32393 4.85568
H 3.64471 -2.31941 5.90500
H 7.79959 -3.07138 8.53844
Li 1.23170 0.84738 -2.89166
Na 5.86861 -5.80322 7.80837
Br 3.15845 2.67189 4.25799
Be 2.12722 -1.72457 -1.96846
*
```

---

Below is a molecular structure, C26H33BrGe2IIrN3O4 in a non-equilibrium geometry, with properties calculated with the ωB97M-V functional and the def2-TZVPD basis.

The expectation value of S² is 8.765. As for the electronic energy: -8604.94289 hartree. The energy relative to the best compared isomer or geometry (same formula, charge and spin) comes out at 35.4 kcal per mole. For the molar mass, the calculation gives 995.81 g/mol. The largest force on an atom is 0.0329 hartree/bohr.

Geometry as ORCA input:
```
! RIJCOSX wB97M-V def2-TZVPD def2/J DEFGRID3
* xyz 2 6
Ir 1.70196 -0.03922 1.05950
O 1.73828 5.72393 0.25880
C 2.69511 5.51461 1.16944
O 3.39214 6.36961 1.63475
C 2.76611 4.10109 1.61833
C 3.28762 3.71469 2.83846
N 3.15486 2.38769 2.92643
N 2.58324 1.87577 1.83242
C 2.33966 2.90137 1.01866
C 1.72448 2.64053 -0.32262
O 2.02847 3.26924 -1.29373
O 0.86159 1.60467 -0.33089
H 1.77303 6.65430 -0.01094
H 3.72989 4.32221 3.61189
H 3.42531 1.79826 3.69706
C -2.68473 3.49493 1.48236
C -1.26486 3.23118 1.00652
Ge -1.12515 2.14902 -0.72757
C -0.92133 3.40356 -2.33866
C -2.24362 3.96474 -2.82892
C -1.97282 -0.72951 -2.09376
C -2.76709 -1.44005 -1.53029
Ge -1.20693 -2.79856 0.20455
C -0.59261 -4.52264 1.13452
C -1.58599 -5.16427 2.08344
C 0.26386 -2.28068 -1.10299
C 0.07430 -2.98589 -2.44153
C -3.72582 -2.26461 -0.86702
C -3.62862 -3.65919 -0.95707
C -4.56646 -4.46465 -0.33501
C -5.60799 -3.88814 0.37978
C -5.71191 -2.50616 0.47004
C -4.77993 -1.69259 -0.15018
H -2.66657 4.19155 2.32214
H -3.16674 2.57847 1.82177
H -3.30836 3.94365 0.70873
H -0.69950 2.65652 1.74268
H -0.72842 4.15364 0.76656
H -0.38568 2.85705 -3.11166
H -0.27246 4.17430 -1.92549
H -2.84055 3.22252 -3.35714
H -2.03888 4.77417 -3.53262
H -2.84220 4.39029 -2.02183
H -1.29714 -0.19858 -2.72291
H 0.31002 -4.18379 1.64867
H -0.31673 -5.18556 0.31195
H -1.89319 -4.47344 2.86890
H -1.12599 -6.02976 2.56311
H -2.47431 -5.51398 1.55948
H 1.19103 -2.59802 -0.61212
H 0.26408 -1.19351 -1.21507
H 0.02428 -4.06912 -2.31736
H 0.90639 -2.77347 -3.11420
H -0.84205 -2.65601 -2.93214
H -2.84798 -4.09617 -1.56952
H -4.49507 -5.54105 -0.41677
H -6.34949 -4.51583 0.85519
H -6.52809 -2.06068 1.02262
H -4.86219 -0.61548 -0.09260
I -0.47445 -0.97218 2.17132
Br 7.99187 -1.21128 -1.08738
C 6.20112 -1.08380 -0.55211
C 5.28018 -0.39146 -1.33125
C 3.98106 -0.29447 -0.88430
N 3.56733 -0.83414 0.27555
C 4.45597 -1.52228 1.00939
C 5.76986 -1.67911 0.63019
H 5.57196 0.06006 -2.26841
H 3.23939 0.22937 -1.47683
H 4.09580 -1.96998 1.92706
H 6.45166 -2.25363 1.24058
*
```